1.
{
  "formula": "C4H8O2",
  "method": "ωB97M-V/def2-TZVPD",
  "symbols": ["O", "O", "C", "C", "C", "C", "H", "H", "H", "H", "H", "H", "H", "H"],
  "coordinates": [[0.800162, 1.270189, -1.572010], [0.591803, -1.407693, 0.214304], [-0.282334, 0.593702, -0.971424], [-1.574864, -0.634182, 0.722166], [-0.164970, -0.193247, 0.400367], [1.598213, -1.102562, -0.565214], [0.341390, 0.387374, 1.184624], [-2.227936, 0.236780, 0.805071], [-0.972709, 1.388110, -0.715678], [-0.760621, -0.079326, -1.702202], [-1.932099, -1.266519, -0.100410], [1.933795, -0.082071, -0.235982], [-1.621494, -1.210424, 1.647112], [1.297424, 0.663696, -2.140667]],
  "forces_ev_per_a": [[0.243, -0.369, 0.171], [0.170, 0.257, -1.251], [-0.666, 0.060, 0.508], [-0.128, 0.057, 0.117], [-0.367, 0.721, -0.439], [1.435, -0.991, 0.736], [-0.253, 0.040, -0.209], [-0.014, -0.116, 0.072], [-0.355, 0.162, -0.137], [0.055, 0.096, 0.308], [0.001, 0.120, 0.231], [-0.056, -0.180, -0.207], [0.050, 0.064, -0.059], [-0.114, 0.082, 0.159]],
  "e_tot_ev": -8368.4241,
  "homo_ev": -8.5,
  "de_lowest_kj_mol": 468.7,
  "gap_ev": 8.9
}

***

2.
{
  "formula": "C4H8O2",
  "method": "ωB97M-V/def2-TZVPD",
  "symbols": ["O", "O", "C", "C", "C", "C", "H", "H", "H", "H", "H", "H", "H", "H"],
  "coordinates": [[-1.816765, 0.979913, 0.229807], [0.517115, 1.854752, -1.023799], [1.137397, -0.260393, -0.039274], [-1.317508, -0.191946, 0.816826], [1.258033, 0.895220, -1.005111], [-0.254357, -0.922792, -0.008195], [-0.128595, -1.926899, 0.414331], [1.905344, -0.999350, -0.293475], [-0.910843, -0.005778, 1.828248], [2.090774, 0.844202, -1.733149], [-2.177880, -0.859547, 0.940279], [-0.629920, -1.053192, -1.030794], [-1.061963, 1.521121, -0.057083], [1.389174, 0.124694, 0.961394]],
  "forces_ev_per_a": [[0.109, 0.174, -0.030], [0.335, -0.410, 0.017], [0.026, -0.009, 0.019], [0.074, -0.382, 0.196], [-0.193, 0.309, 0.037], [-0.056, -0.007, -0.042], [-0.041, 0.143, -0.023], [-0.128, 0.101, 0.014], [-0.070, 0.039, -0.165], [-0.034, 0.035, 0.055], [0.131, 0.079, -0.004], [0.049, -0.001, 0.122], [-0.148, -0.028, -0.033], [-0.054, -0.043, -0.163]],
  "smiles": "O=CCCCO",
  "e_tot_ev": -8372.0990,
  "homo_ev": -9.9,
  "de_lowest_kj_mol": 114.1,
  "gap_ev": 10.6
}

***

3.
{
  "formula": "C4H8O2",
  "method": "ωB97M-V/def2-TZVPD",
  "symbols": ["O", "O", "C", "C", "C", "C", "H", "H", "H", "H", "H", "H", "H", "H"],
  "coordinates": [[0.602556, -0.065898, 1.196130], [-0.107312, -2.594221, 0.346733], [0.288056, 0.977681, 0.284030], [0.469654, -0.396523, -0.196587], [-0.574807, -1.472504, -0.376931], [-1.015922, 1.718348, 0.392260], [-0.673625, -1.787875, -1.421448], [-1.039418, 2.319058, 1.307073], [0.186370, -2.228314, 1.194766], [-1.561383, -1.146562, -0.011381], [-1.088900, 2.401884, -0.460694], [1.412428, -0.628805, -0.696210], [1.147956, 1.633946, 0.133653], [-1.884935, 1.056883, 0.387739]],
  "forces_ev_per_a": [[0.124, 0.039, 0.190], [-0.053, -0.022, 0.230], [-0.047, 0.249, -0.192], [0.060, -0.170, -0.172], [-0.126, 0.283, -0.223], [-0.044, -0.070, 0.023], [0.041, 0.158, 0.149], [0.022, -0.087, -0.109], [-0.078, -0.298, -0.047], [0.228, -0.024, -0.073], [-0.066, -0.087, 0.122], [-0.065, 0.018, 0.173], [-0.130, -0.040, -0.101], [0.133, 0.051, 0.030]],
  "smiles": "C[C@H]1O[C@H]1CO",
  "e_tot_ev": -8371.2526,
  "homo_ev": -10.3,
  "de_lowest_kj_mol": 195.8,
  "gap_ev": 11.3
}

***

4.
{
  "formula": "C4H8O2",
  "method": "ωB97M-V/def2-TZVPD",
  "symbols": ["O", "O", "C", "C", "C", "C", "H", "H", "H", "H", "H", "H", "H", "H"],
  "coordinates": [[0.700664, 0.487655, 0.961413], [-1.920214, -0.527150, -0.025225], [1.815395, -0.316604, 0.663823], [-0.099131, 0.564694, -0.183282], [-0.686430, -0.790268, -0.692664], [-1.563751, 0.848124, 0.141484], [1.448559, -1.241245, 0.209933], [2.495175, 0.163900, -0.058047], [-0.782923, -0.780820, -1.787319], [0.384897, 1.216792, -0.931468], [-0.301486, -1.779958, -0.405591], [2.343982, -0.536712, 1.591736], [-1.790469, 1.225868, 1.142451], [-2.044268, 1.465724, -0.627241]],
  "forces_ev_per_a": [[-0.102, -0.115, 0.006], [-0.371, -0.052, -0.086], [0.307, -0.195, 0.016], [-0.150, -0.119, -0.243], [0.102, -0.118, -0.245], [-0.094, 0.371, 0.062], [0.481, -0.117, 0.181], [-0.080, 0.044, 0.188], [-0.157, 0.024, 0.068], [-0.174, -0.285, 0.059], [0.150, 0.491, 0.086], [-0.027, 0.069, -0.115], [0.106, -0.041, -0.119], [0.008, 0.042, 0.143]],
  "e_tot_ev": -8370.6173,
  "homo_ev": -9.8,
  "de_lowest_kj_mol": 257.1,
  "gap_ev": 10.9
}

***

5.
{
  "formula": "C4H8O2",
  "method": "ωB97M-V/def2-TZVPD",
  "symbols": ["O", "O", "C", "C", "C", "C", "H", "H", "H", "H", "H", "H", "H", "H"],
  "coordinates": [[-0.977735, 1.491310, 0.862519], [0.405267, -1.290485, -0.138069], [1.244136, -0.547862, 0.301180], [2.570098, -0.327199, -0.366753], [-1.520428, 0.482782, 0.495996], [-1.928044, 0.255617, -0.954466], [3.030678, 0.612512, -0.075854], [-1.686311, -0.336440, 1.217322], [-2.598723, 1.083501, -1.195134], [-1.052794, 0.327202, -1.597142], [3.191530, -1.152376, 0.001435], [-2.388818, -0.709025, -1.146774], [2.496639, -0.440426, -1.446413], [1.118402, -0.061739, 1.292967]],
  "forces_ev_per_a": [[0.008, 0.306, 0.058], [-0.167, 0.043, -0.061], [0.555, -0.133, 0.247], [-0.083, -0.312, 0.108], [0.119, -0.544, -0.539], [-0.028, 0.371, 0.468], [0.006, 0.057, -0.040], [-0.242, -0.010, -0.055], [-0.080, -0.153, -0.227], [0.072, 0.136, 0.078], [0.151, 0.146, -0.018], [-0.146, 0.006, 0.209], [-0.052, 0.092, 0.006], [-0.113, -0.004, -0.234]],
  "smiles": "CC=O.CC=O",
  "e_tot_ev": -8371.7312,
  "homo_ev": -9.7,
  "de_lowest_kj_mol": 149.6,
  "gap_ev": 10.7
}

***

6.
{
  "formula": "C4H8O2",
  "method": "ωB97M-V/def2-TZVPD",
  "symbols": ["O", "O", "C", "C", "C", "C", "H", "H", "H", "H", "H", "H", "H", "H"],
  "coordinates": [[0.719334, -1.259279, -1.181171], [0.357718, -0.240955, 1.386919], [-0.996602, -0.269022, 0.895197], [0.504626, 0.107852, -0.880344], [1.177322, 0.447465, 0.440996], [-0.952642, 0.362753, -0.500678], [-1.318766, -1.317290, 0.852636], [-1.664932, 0.261311, 1.583242], [0.841361, 0.687862, -1.742827], [2.199226, 0.058691, 0.499448], [-1.145766, 1.441049, -0.447389], [1.193144, 1.529268, 0.641367], [-1.639970, -0.088524, -1.218275], [0.725946, -1.721187, -0.329116]],
  "forces_ev_per_a": [[0.046, -0.164, 0.089], [-0.022, 0.044, 0.129], [-0.209, -0.034, -0.031], [0.019, 0.320, -0.009], [0.129, 0.060, -0.132], [-0.046, 0.010, -0.050], [0.048, 0.169, 0.034], [0.200, -0.034, -0.060], [0.012, -0.010, 0.173], [-0.204, 0.005, 0.088], [0.031, -0.177, -0.051], [-0.043, -0.152, -0.083], [0.025, 0.001, 0.154], [0.013, -0.037, -0.250]],
  "smiles": "O[C@H]1CCOC1",
  "e_tot_ev": -8372.0566,
  "homo_ev": -9.9,
  "de_lowest_kj_mol": 118.2,
  "gap_ev": 10.8
}

***

7.
{
  "formula": "C4H8O2",
  "method": "ωB97M-V/def2-TZVPD",
  "symbols": ["O", "O", "C", "C", "C", "C", "H", "H", "H", "H", "H", "H", "H", "H"],
  "coordinates": [[0.192833, 0.703278, 1.322421], [-1.794912, 0.791526, -0.707680], [0.988586, 0.596334, 0.104491], [0.342680, -0.380723, -0.879561], [-1.175598, -0.474693, -0.703055], [0.327097, -0.106931, 2.328858], [0.777843, -1.381429, -0.771488], [-1.603519, -1.044247, -1.533666], [-1.401089, -1.026429, 0.221308], [1.014390, 1.609960, -0.297752], [0.571095, -0.031399, -1.892281], [-1.607598, 1.195254, 0.151083], [1.999760, 0.293386, 0.394220], [1.187478, -0.788786, 2.062726]],
  "forces_ev_per_a": [[-0.076, -0.182, 0.415], [-0.020, 0.178, 0.171], [0.192, 0.006, -0.126], [0.000, -0.011, -0.034], [0.155, -0.339, -0.067], [0.188, 0.125, -0.414], [-0.084, 0.117, 0.026], [0.071, 0.079, 0.112], [-0.038, 0.111, -0.141], [-0.034, -0.116, 0.059], [-0.010, -0.063, 0.120], [-0.129, 0.014, -0.158], [-0.135, 0.032, -0.047], [-0.078, 0.050, 0.084]],
  "e_tot_ev": -8369.1051,
  "homo_ev": -8.9,
  "de_lowest_kj_mol": 403.0,
  "gap_ev": 9.4
}

***

8.
{
  "formula": "C4H8O2",
  "method": "ωB97M-V/def2-TZVPD",
  "symbols": ["O", "O", "C", "C", "C", "C", "H", "H", "H", "H", "H", "H", "H", "H"],
  "coordinates": [[-0.558832, 0.955043, 0.784276], [1.011162, -1.265100, 2.182454], [0.598147, 0.212722, 0.472378], [-0.154821, 0.937817, -0.582517], [-1.263824, 0.508193, -1.536254], [0.649806, -1.249648, 0.813742], [-0.323318, -1.721287, 0.636663], [1.513642, 0.671132, 0.999720], [-1.943478, 1.367966, -1.646058], [0.361007, 1.838755, -0.919539], [-1.864929, -0.318086, -1.145727], [1.489839, -0.414742, 2.284789], [1.398393, -1.778029, 0.197872], [-0.912794, 0.255265, -2.541799]],
  "forces_ev_per_a": [[-0.171, 0.293, 0.184], [0.273, 0.157, 0.149], [0.639, 0.103, 0.198], [0.088, 0.198, -0.065], [0.167, -0.123, 0.098], [-0.215, 0.232, -0.444], [0.129, 0.008, 0.347], [-0.901, -0.021, -1.562], [0.240, -0.218, 0.090], [-0.204, 0.094, 0.123], [0.266, 0.045, 0.016], [-0.305, -0.983, 0.528], [-0.136, 0.214, 0.125], [0.129, 0.001, 0.213]],
  "smiles": "C[C@H]1O[C@H]1CO",
  "e_tot_ev": -8370.7305,
  "homo_ev": -10.3,
  "de_lowest_kj_mol": 246.2,
  "gap_ev": 11.2
}